Entry 1:
Below is a 2-piece molecular cluster, C2H4N2O overall at a distorted geometry, with properties calculated with ωB97M-V/def2-TZVPD.

```
9
Properties=species:S:1:pos:R:3
C -0.4264 -0.4898 0.9798
C 1.5293 0.2994 -0.2004
N -3.5684 0.0475 -0.9118
N -3.3426 0.0577 0.1619
O 0.2580 0.4113 0.5251
H 0.1911 -1.4286 0.8115
H 2.1022 1.0746 0.1746
H 1.4273 0.6993 -1.2896
H 1.8294 -0.6716 -0.2513
```

Results
Frontier orbital gap, hartree: 0.3346
HOMO, eV: -8.255
E, Ha: -263.2429
Energy above the lowest of the compared OMol25 structures with the same formula, charge and spin, eV: 3.274
Lowest unoccupied orbital energy, eV: 0.8


Entry 2:
Below is C2H4N2O as an isolated structure at a distorted geometry, with properties calculated with ωB97M-V/def2-TZVPD.

```
9
Properties=species:S:1:pos:R:3
C 1.4328 -0.0443 0.0810
C 0.1106 0.3529 0.4448
N 2.5051 -0.3032 -0.2429
N -0.6829 -1.2080 -0.1123
O -0.4039 1.4101 -0.1704
H -0.0828 0.5224 1.5692
H -1.0015 -0.8475 -0.9663
H -1.5124 -1.1412 0.4814
H -0.3651 1.2589 -1.0845
```

Results
Frontier orbital gap, hartree: 0.4091
HOMO, eV: -10.637
E, Ha: -263.2821
Energy above the lowest of the compared OMol25 structures with the same formula, charge and spin, eV: 2.209
Lowest unoccupied orbital energy, eV: 0.5


Entry 3:
Below is one molecule with the formula C2H4N2O at a distorted geometry, with properties calculated with ωB97M-V/def2-TZVPD.

```
9
Properties=species:S:1:pos:R:3
N -0.2129 0.6698 1.0269
C -0.1631 0.0390 -0.2027
O -0.5864 0.7458 -1.3432
C 0.7367 -1.1435 -0.5416
N -0.5122 -1.3606 -0.3466
H -1.0702 0.3177 1.4705
H 0.5738 0.5312 1.7308
H -0.5403 1.7858 -1.1733
H 1.7747 -1.5850 -0.6209
```

Results
Frontier orbital gap, hartree: 0.3622
HOMO, eV: -8.988
E, Ha: -263.2640
Energy above the lowest of the compared OMol25 structures with the same formula, charge and spin, eV: 2.700
SMILES: N[C@@]1(O)C=N1
Lowest unoccupied orbital energy, eV: 0.9